Record 1
Here is a cluster of 3 separate species, CH5FN4 in total in a non-equilibrium geometry from OMol25. Energies are from ωB97M-V/def2-TZVPD.

Geometry as XYZ:
```
11
Properties=species:S:1:pos:R:3:forces:R:3
C 0.5025 -0.4450 0.6382 2.5712 0.1260 -6.1916
N 1.0658 -0.4874 -0.4731 0.4693 -0.7431 4.8106
N 0.1076 -0.3888 1.7632 -0.5477 0.4208 2.3007
N -0.1033 1.4917 -1.8804 1.3876 0.8984 -2.4115
N -0.7127 0.6465 -1.3035 -1.8939 -0.7104 0.1664
F -1.4025 -2.4102 2.7315 2.0916 1.1544 -2.5318
H 0.8084 -0.6926 -1.4020 -0.8870 -0.3436 -0.3428
H 0.0276 0.5315 2.2058 -0.3051 -0.6501 -0.0991
H -0.7701 -1.9690 2.0411 -2.2728 -1.1051 2.9385
H 0.1193 2.3971 -1.4518 0.1505 0.3674 -0.1752
H 0.3573 1.3262 -2.8690 -0.7637 0.5853 1.5358
```
Positions in Å, forces in eV/Å.

Calculated values
E	-359.84578	Eh
relative energy (zero: lowest compared OMol25 entry of this formula, charge and spin)	30.12	kcal per mole
HOMO	-8.79	eV

---

Record 2
Here is a cluster of 2 separate species, CH4N2OS in total in a non-equilibrium geometry from OMol25. Energies are from ωB97M-V/def2-TZVPD.

Geometry as XYZ:
```
9
Properties=species:S:1:pos:R:3:forces:R:3
C -0.1633 0.2193 -0.2912 -0.2804 0.0517 0.2687
H -1.9202 -0.0005 -1.4790 1.4183 0.4076 1.0927
H -1.2924 -1.3123 -0.6832 -0.1613 -1.7428 0.4395
H 0.2656 -0.7239 1.8081 0.8282 0.9674 -5.0616
H 1.5178 1.1755 1.1947 2.2979 -3.2523 -3.1596
N -1.2713 -0.3383 -0.7401 -2.6190 -0.5829 -0.9025
N 0.5608 -0.5485 0.6170 1.6726 -1.0682 2.8132
O 1.9575 -0.0816 0.4860 -3.8651 3.0702 4.5592
S 0.3453 1.6104 -0.9123 0.7087 2.1493 -0.0497
```
Positions in Å, forces in eV/Å.

Calculated values
E	-623.24057	Eh
relative energy (zero: lowest compared OMol25 entry of this formula, charge and spin)	137.19	kcal per mole
HOMO	-8.56	eV

---

Record 3
Here is a structure of composition C19H28F5LuO3Te in a non-equilibrium geometry from OMol25. Energies are from ωB97M-V/def2-TZVPD.

Geometry as XYZ:
```
57
Properties=species:S:1:pos:R:3:forces:R:3
O 0.9811 1.8154 -4.0691 -0.1742 -0.3478 -0.3955
C 1.7835 2.5896 -5.0165 -1.0812 0.6396 0.6373
C 0.4601 3.3173 -5.4802 0.9138 -0.7528 0.5050
H 2.2727 1.9387 -5.7345 0.1965 0.1015 -0.0232
H 2.4915 3.2381 -4.4460 -0.3508 -0.5025 -0.6587
C -0.0859 2.8212 -4.1240 0.0755 0.1308 0.2654
H 0.0270 2.7216 -6.3216 0.1355 0.7167 0.6415
H 0.3951 4.3940 -5.6231 0.3012 -0.0379 -0.3077
C -1.5332 2.3764 -4.2678 -0.3134 0.3393 0.0852
H -1.6438 1.4918 -4.9046 0.1153 -0.1798 0.4182
H -1.9886 3.1707 -4.8763 -0.1021 -0.0104 0.2618
H -2.1153 2.3332 -3.3256 0.4883 -0.2975 -0.5089
C 0.1413 3.7395 -2.9077 -0.2702 0.7250 -0.1970
H 1.1789 4.1172 -2.9294 -0.4316 -0.2514 0.2133
H -0.0545 3.2527 -1.9275 0.3079 -0.0880 -0.7975
H -0.5134 4.6325 -2.9399 0.1594 -0.3639 -0.1595
Lu -0.3364 -1.6876 -2.0636 0.9525 3.3868 4.1073
C 0.9116 0.7049 1.2520 0.5474 0.5720 -0.0132
C 2.2400 0.1984 1.1919 -0.5585 0.2762 -0.5659
C 2.9571 0.9689 0.2378 -0.5768 0.3246 0.6163
H 2.6271 -0.5981 1.8114 -0.0468 0.3336 -0.2704
C 2.1303 2.0517 -0.1504 -0.2890 -0.6878 0.2900
C 0.8643 1.9016 0.4889 0.2631 -0.8985 -0.2590
H 0.0045 2.5603 0.4255 0.0746 0.0709 -0.1188
H 0.0813 0.2072 1.7418 0.1794 0.4585 0.3050
H 3.9633 0.7656 -0.0977 0.1591 0.2005 0.1082
H 2.4203 2.8649 -0.7859 0.0920 0.2600 -0.2756
C -1.6487 -1.4459 0.0172 -1.2868 -0.4510 0.1508
C -1.8121 -0.1418 -0.4743 -0.7069 -0.6625 -0.0254
C -2.4232 -0.2416 -1.7496 -0.9726 -0.7936 -0.2114
H -1.6780 0.7497 0.1347 0.4860 -0.2048 -0.5524
C -2.6796 -1.6393 -2.0209 -0.8755 0.4727 0.0236
C -2.1980 -2.4031 -0.9163 -0.4572 0.6178 0.6431
H -2.2432 -3.4904 -0.7733 -0.0076 0.6130 -0.1064
H -1.2484 -1.6582 0.9955 -0.1312 0.0187 -0.2547
H -2.9143 0.5822 -2.2741 0.6759 -0.3757 -0.1145
H -3.1597 -2.0517 -2.9119 0.0219 0.2751 0.3606
O -0.4828 -2.0269 -4.0481 0.7931 -1.6635 -4.4803
C -1.1342 -2.5268 -5.4087 0.7277 -0.4343 1.5583
C 0.0638 -2.9261 -6.2663 -0.5523 1.6764 0.5978
H -1.9110 -1.8502 -5.7747 0.6684 0.3789 0.3189
H -1.6120 -3.4270 -5.0477 -0.4013 -0.2714 -0.0878
C 1.0264 -3.4937 -5.2663 1.0527 -0.9495 1.0713
H 0.5276 -2.0455 -6.7089 -0.2042 0.1338 -0.0712
H -0.1971 -3.5792 -7.0783 -0.2625 -0.4828 -0.1386
C 0.6643 -3.0292 -3.8464 -0.7330 0.1336 -0.5550
H 2.0307 -3.2089 -5.5080 0.5576 0.3367 -0.0353
H 1.0732 -4.5728 -5.2184 -0.2961 -0.3756 -0.2784
H 1.5411 -2.5965 -3.2513 -1.0362 -0.1747 -0.8739
H 0.1858 -3.8472 -3.2466 0.5577 0.2504 -0.3781
F 0.3102 -1.9589 2.3351 0.5670 -1.4931 -1.0918
Te 1.0777 -3.1843 1.0513 0.6549 2.1982 0.9783
F 1.8686 -4.4117 -0.1360 -0.2806 -0.3241 0.5304
F 2.8138 -2.5360 1.4289 -1.0241 -1.3180 -0.1741
F 1.2451 -4.3320 2.5626 0.0711 0.4752 -1.3720
F -0.6117 -4.0178 0.8043 0.7485 0.0345 0.1294
O 0.8371 -2.0408 -0.4104 0.8788 -1.7584 0.5354
```
Positions in Å, forces in eV/Å.

Calculated values
E	-2969.17169	Eh
relative energy (zero: lowest compared OMol25 entry of this formula, charge and spin)	144.47	kcal per mole
HOMO (alpha / beta)	-4.92 / -4.95	eV

---

Record 4
Here is a structure of composition C25H23Br9N4O4 in a non-equilibrium geometry from OMol25. Energies are from ωB97M-V/def2-TZVPD.

Geometry as XYZ:
```
65
Properties=species:S:1:pos:R:3:forces:R:3
C 4.1514 4.7642 -3.1373 0.3266 -0.1010 -0.0666
Br 4.2827 2.8126 -3.4044 -0.3247 0.9228 0.4038
Br 4.2927 5.3390 -1.1775 -0.3500 -0.5520 -1.9262
Br 2.6907 5.5643 -4.2115 0.6777 -0.5004 1.0756
H 5.0578 5.1200 -3.6272 -0.2546 0.1590 0.4748
C -4.3712 0.1261 -1.1300 0.1971 -0.4778 0.1604
Br -4.0055 -1.3551 -2.4158 -0.8162 1.1613 0.7225
Br -6.0672 -0.0656 -0.1661 0.3528 -0.3133 -0.5491
Br -4.1991 1.9279 -1.8104 -0.0520 -0.7707 -0.3425
H -3.6253 -0.0130 -0.3474 -0.0551 0.1195 -0.2769
C -6.1506 2.7043 2.0339 1.1028 0.8240 0.8790
Br -7.5191 3.9257 2.7458 0.6350 -0.6966 -0.8269
Br -5.5117 1.6135 3.5621 -0.6806 0.3756 -0.8258
Br -4.5713 3.6891 1.2866 -1.0414 -0.2770 0.6206
H -6.4290 2.0704 1.1920 -0.4925 0.1796 0.5494
C 2.7820 -1.2861 0.9005 1.2620 0.2159 -0.2394
C 3.5656 -2.3790 0.5926 0.4959 0.0086 -0.8354
C 4.1629 -2.4725 -0.6680 -0.3632 0.6043 -0.2710
C 3.8685 -1.5112 -1.6527 -0.4160 0.6052 1.1492
C 3.0584 -0.3686 -1.3341 1.0227 -1.6610 -1.2256
C 2.6267 -0.2598 -0.0506 -0.9916 -0.4873 2.1059
N 4.5349 -1.6017 -2.9648 0.6737 -0.2718 -0.5358
O 4.2656 -0.7214 -3.8149 0.8397 -2.0908 1.5026
O 5.3512 -2.5477 -3.0770 -1.7220 2.3117 -0.5655
H 2.4587 -1.1808 1.9256 -0.3685 0.1664 -0.1129
H 3.8380 -3.1674 1.2786 -0.3462 0.1144 0.3718
H 4.8704 -3.2792 -0.7906 -0.0631 0.0832 -0.5961
H 2.7571 0.3177 -2.1117 0.2688 0.1841 0.0550
H 2.0778 0.5731 0.3635 -0.1408 0.3944 -0.7058
C -2.5686 -0.0688 2.7966 0.4544 -0.9178 0.4865
C -3.0162 -1.3677 2.4101 0.1294 2.3557 0.2459
C -2.1478 -2.4217 2.4114 1.0150 -0.7219 0.5069
C -0.8281 -2.2250 2.8682 -0.5198 -0.2728 -0.1866
C -0.4008 -0.9617 3.2671 1.0256 -1.0298 -0.0242
C -1.2453 0.1092 3.2172 -1.3080 0.1174 -0.3372
N 0.1249 -3.3931 2.9324 -0.1249 -0.4074 -0.1607
O -0.2976 -4.5352 2.9691 -0.7318 0.7736 -0.0212
O 1.3156 -3.1552 2.9024 0.1044 0.7117 0.1961
H -3.2338 0.7669 2.9567 -0.1269 -0.1713 -0.5883
H -4.0475 -1.5012 2.1184 -0.0878 -0.0725 -0.0239
H -2.5397 -3.3898 2.1365 0.4149 -0.2113 -0.0357
H 0.5863 -0.7748 3.6633 0.2104 -0.4460 -0.1138
H -0.8737 1.0633 3.5607 -0.1770 0.1386 -0.0395
N 0.4285 -3.7296 -2.8732 0.3323 0.4821 0.8165
C 0.8440 -3.9222 -1.5932 -0.1103 1.8489 0.1596
C 0.5499 -3.0312 -0.5197 -1.5319 0.1815 -2.2106
C -0.2646 -1.9023 -0.8500 -0.0746 -1.5114 0.3235
C -0.7559 -1.7404 -2.1452 1.9822 -0.1950 -0.0703
C -0.2964 -2.6323 -3.1261 -0.7260 -0.3253 1.0634
H 1.5878 -4.6879 -1.4291 -0.2921 -0.5073 -0.0647
H 0.8171 -3.2572 0.5020 0.3112 0.1001 -0.2037
H -0.6111 -1.2575 -0.0559 0.1824 0.3168 0.1257
H -1.2703 -0.8569 -2.4935 -0.1409 -0.0141 0.3530
H -0.6676 -2.4403 -4.1220 0.3178 -0.3814 -0.4122
N 0.2155 1.9094 -1.1279 -1.6249 0.1219 -0.1106
C -0.8974 1.9729 -0.3712 0.7521 -0.5074 1.3631
C -1.0500 2.8162 0.7383 0.2095 0.2067 -0.7874
C -0.0372 3.7163 0.9698 1.4491 1.0596 -0.3675
C 1.0753 3.7703 0.1303 -0.1932 -1.3382 -1.0527
C 1.1347 2.8386 -0.9387 -0.2969 1.1308 0.8468
H -1.6540 1.2133 -0.5014 -0.0018 -0.1558 -0.4718
H -1.9240 2.8728 1.3702 -0.1642 -0.4384 -0.2055
H -0.0550 4.4959 1.7170 -0.4035 -0.2246 0.4615
H 1.8957 4.4618 0.2525 -0.1903 0.1656 0.1063
H 1.8642 2.9063 -1.7322 0.5595 -0.0912 0.2640
```
Positions in Å, forces in eV/Å.

Calculated values
E	-24652.26699	Eh
relative energy (zero: lowest compared OMol25 entry of this formula, charge and spin)	0.00	kcal per mole
HOMO	-9.29	eV

---

Record 5
Here is a cluster of 2 separate species, H4SSi2 in total in a non-equilibrium geometry from OMol25. Energies are from ωB97M-V/def2-TZVPD.

Geometry as XYZ:
```
7
Properties=species:S:1:pos:R:3:forces:R:3
Si 0.9676 -0.2147 1.8677 0.5064 -2.4309 0.4079
Si -0.5228 -0.0374 -1.1635 1.5885 -1.6294 -0.2709
S 0.8024 -1.5531 -0.8407 -1.2502 1.6807 0.0702
H 1.0173 1.1060 1.3301 -0.3469 1.4612 -0.8271
H -0.4789 -0.5831 1.6440 -0.3792 0.5642 0.0272
H -1.5596 0.0337 -2.2430 0.1049 -0.2631 0.4822
H -0.2260 1.2487 -0.5947 -0.2236 0.6173 0.1104
```
Positions in Å, forces in eV/Å.

Calculated values
E	-979.45323	Eh
relative energy (zero: lowest compared OMol25 entry of this formula, charge and spin)	59.36	kcal per mole
HOMO	-8.02	eV

---

The highest relative energy (zero: lowest compared OMol25 entry of this formula, charge and spin) belongs to which entry?
C19H28F5LuO3Te